1.
A cluster of 6 separate species, C23H46BIO10S in total, computed with ωB97M-V/def2-TZVPD.

Last column: Mulliken charge in e.
Positions of all 82 atoms, in Å:
C 1.999 -1.458 1.810  -0.460
B 3.208 -1.770 0.708  0.553
O 3.289 -2.980 -0.136  -0.673
C 4.381 -0.629 0.538  -0.389
I 5.904 -1.326 -0.923  0.052
C 5.309 -0.468 1.895  -0.262
O 5.708 0.956 1.839  -0.355
S 4.625 1.876 0.888  1.131
O 3.353 2.468 1.558  -0.498
O 5.378 2.877 -0.045  -0.556
O 3.960 0.635 -0.086  0.040
H 1.587 -2.489 2.179  0.207
H 2.438 -0.857 2.734  0.176
H 1.197 -0.787 1.267  -0.036
H 3.912 -3.610 0.357  0.302
H 4.817 -0.676 2.950  0.279
H 6.140 -1.297 1.754  0.440
C -2.551 -2.930 1.048  -0.031
C -2.931 -2.896 2.506  -0.549
C -1.952 -3.878 3.112  -0.548
O -0.761 -3.825 2.313  -0.452
C -1.048 -3.089 1.116  0.587
H -2.861 -2.042 0.493  0.423
H -2.999 -3.809 0.569  -0.115
H -2.753 -1.893 2.912  0.120
H -3.974 -3.162 2.696  0.346
H -2.338 -4.902 3.068  0.273
H -1.709 -3.642 4.151  0.323
H -0.550 -2.117 1.195  -0.570
H -0.643 -3.620 0.251  0.232
C 1.195 -0.651 -3.857  -0.623
C 0.857 0.512 -2.961  -0.253
C -0.262 -0.053 -2.115  0.599
O -0.022 -1.462 -1.995  -0.328
C 1.002 -1.831 -2.929  -0.258
H 2.201 -0.603 -4.280  0.354
H 0.477 -0.704 -4.683  0.277
H 1.719 0.755 -2.327  -0.050
H 0.567 1.416 -3.504  0.440
H -1.234 0.080 -2.601  0.333
H -0.305 0.399 -1.120  -0.834
H 1.913 -2.041 -2.360  0.002
H 0.706 -2.739 -3.461  0.287
C -0.422 3.017 2.746  -0.325
C -1.176 3.247 1.462  -0.654
C -0.859 1.991 0.680  -0.271
O -0.670 0.940 1.638  -0.136
C -0.579 1.526 2.944  -0.538
H -0.800 3.601 3.589  0.404
H 0.637 3.266 2.604  -0.007
H -2.252 3.297 1.669  0.294
H -0.886 4.161 0.939  0.370
H 0.072 2.100 0.114  0.083
H -1.659 1.717 -0.014  0.307
H -1.506 1.292 3.480  0.290
H 0.260 1.083 3.489  0.248
C -6.950 -4.649 -2.431  -0.532
C -5.463 -4.705 -2.670  -0.623
C -4.974 -3.494 -1.906  -0.074
O -5.876 -3.303 -0.807  -0.382
C -7.023 -4.140 -1.008  -0.437
H -7.453 -5.610 -2.566  0.332
H -7.409 -3.923 -3.112  0.256
H -5.050 -5.618 -2.227  0.280
H -5.187 -4.683 -3.727  0.352
H -5.008 -2.592 -2.526  0.228
H -3.955 -3.620 -1.529  0.077
H -6.966 -4.964 -0.288  0.284
H -7.935 -3.568 -0.813  0.259
C 3.696 7.169 -0.477  -0.596
C 3.757 5.823 -1.152  -0.523
C 2.804 5.003 -0.310  0.287
O 1.808 5.906 0.191  -0.388
C 2.243 7.249 -0.061  -0.524
H 4.001 7.998 -1.121  0.357
H 4.339 7.169 0.411  0.265
H 3.375 5.904 -2.176  0.306
H 4.763 5.398 -1.194  0.288
H 3.315 4.559 0.551  -0.095
H 2.322 4.203 -0.880  0.038
H 1.622 7.656 -0.867  0.292
H 2.096 7.859 0.835  0.268

Atomic forces in eV per Å
0.97 -0.28 -0.15
-1.33 -0.87 -0.41
0.98 1.33 3.32
1.21 -0.78 -0.57
-0.23 -0.02 0.00
-1.21 -0.54 0.02
-1.48 0.02 -1.33
-2.42 4.48 -2.42
5.37 -2.70 -1.47
-2.42 -4.49 4.16
1.72 -0.15 3.58
0.34 2.12 -0.68
-1.04 -1.10 -1.92
1.31 -1.32 1.23
-1.22 1.02 -1.29
0.50 0.65 -2.35
-1.10 2.54 0.40
-0.21 -0.16 -0.57
-0.28 0.40 0.43
0.21 -0.33 0.16
-0.25 0.06 0.06
0.41 0.25 -0.17
0.07 -0.11 0.05
0.01 0.12 0.03
-0.04 -0.10 -0.02
0.12 0.01 -0.01
-0.07 0.00 0.08
0.09 -0.07 -0.10
-0.16 -0.06 -0.16
0.06 0.03 0.14
-0.01 -0.16 -0.64
0.27 0.52 0.25
-0.38 -0.08 0.25
0.15 0.19 -0.18
0.15 -0.33 0.29
-0.11 -0.04 0.05
0.11 -0.01 0.05
-0.07 0.04 -0.04
0.02 -0.09 0.09
-0.04 0.11 0.01
0.00 -0.30 -0.20
0.05 -0.08 -0.10
-0.04 0.04 0.14
0.57 0.26 0.31
-0.51 0.35 -0.23
0.12 -0.11 -0.21
0.01 0.20 0.01
-0.15 -0.35 0.21
0.04 -0.10 -0.08
-0.12 -0.01 0.05
0.08 0.00 -0.07
0.01 -0.13 0.04
-0.01 0.13 -0.05
0.06 -0.07 0.11
0.03 0.01 0.09
-0.06 -0.07 -0.12
-0.56 0.07 -0.35
0.45 -0.44 -0.12
0.18 0.41 0.10
-0.06 -0.24 -0.27
-0.01 0.03 0.46
0.03 0.12 0.04
0.00 -0.10 0.07
0.00 0.09 -0.08
0.00 0.01 0.13
0.09 -0.02 -0.06
-0.14 0.09 0.03
-0.11 -0.03 -0.02
0.14 0.02 0.06
0.38 0.40 0.32
0.13 -0.27 -0.61
0.07 -0.31 0.43
0.17 0.22 -0.15
-0.46 0.04 0.01
-0.06 -0.06 0.09
-0.06 0.04 -0.10
0.07 -0.03 0.07
-0.16 -0.01 0.03
-0.06 0.04 -0.23
-0.06 0.04 0.10
0.03 0.12 0.01
-0.08 -0.12 -0.04

HOMO, eV: -9.13
E_LUMO, eV: -0.540
Molecular weight, g mol⁻¹: 652.39
Orbital gap, eV: 8.590
E, Eh: -2376.9046
Strongest force on any atom, Eh/bohr: 0.1280
Structure (SMILES): CB(O)[C@]1(I)COS(=O)(=O)O1.C1CCOC1.C1CCOC1.C1CCOC1.C1CCOC1.C1CCOC1
Net charge: 0
ΔE to the lowest compared entry with this formula, charge and spin, kcal/mol: 85.97

=====

2.
A cluster of 4 separate species, C23H46FN5O5PS in total, computed with ωB97M-V/def2-TZVPD.

Last column: Mulliken charge in e.
Positions of all 82 atoms, in Å:
C -4.024 1.879 -0.912  -1.322
C -3.945 0.552 -0.169  -0.692
C -2.594 -0.155 -0.399  0.062
F -1.652 0.643 -1.024  -0.396
C -1.909 -0.734 0.818  0.821
C -1.610 -2.083 0.733  -0.728
C -0.964 -2.743 1.776  -0.437
C -0.549 -4.179 1.725  -1.258
C 0.711 -4.372 0.845  -0.591
C 1.815 -3.308 1.000  -0.629
S 1.813 -2.060 -0.328  -0.088
N -0.668 -2.031 2.863  0.293
C -0.910 -0.698 2.999  0.099
P -0.230 -0.015 4.546  0.226
O 1.227 0.178 4.477  -0.428
C -1.521 0.002 1.964  0.607
C -1.671 1.507 2.046  -0.948
C -0.280 2.235 2.046  0.516
O -0.216 3.277 2.998  -0.603
C 0.036 2.864 0.683  -0.770
N 1.465 3.040 0.418  -0.695
H -4.974 2.367 -0.722  0.405
H -3.947 1.729 -1.982  0.385
H -3.245 2.570 -0.609  0.293
H -4.719 -0.098 -0.556  0.458
H -4.122 0.718 0.887  0.363
H -2.781 -0.995 -1.054  0.465
H -1.863 -2.642 -0.153  0.505
H -1.369 -4.721 1.268  0.377
H -0.387 -4.535 2.738  0.363
H 0.382 -4.354 -0.185  0.386
H 1.140 -5.339 1.081  0.427
H 2.774 -3.796 0.889  0.407
H 1.832 -2.830 1.973  0.302
H 1.249 -1.015 0.289  0.021
H -0.181 -2.501 3.617  0.383
H -0.979 1.115 4.897  0.091
H -0.596 -0.993 5.493  0.165
H -2.200 1.739 2.964  0.752
H -2.222 1.886 1.203  -0.213
H 0.499 1.500 2.260  0.049
H -0.874 3.172 3.685  0.443
H -0.401 2.270 -0.109  0.142
H -0.438 3.841 0.694  0.449
H 1.899 2.124 0.412  0.218
H 1.869 3.539 1.202  0.358
C 6.502 -1.391 7.009  -1.221
C 5.959 -1.941 5.711  0.791
O 6.322 -3.013 5.257  -0.646
N 5.032 -1.194 5.054  -0.121
C 4.457 0.088 5.426  -0.673
H 7.222 -2.099 7.405  0.294
H 7.001 -0.435 6.845  0.346
H 5.702 -1.256 7.737  0.336
H 4.721 -1.617 4.195  0.146
H 3.378 -0.013 5.523  0.184
H 4.665 0.827 4.650  0.240
H 4.868 0.443 6.364  0.335
C -0.372 -0.775 -3.799  -0.421
C -1.646 -1.568 -3.899  0.600
O -2.360 -1.797 -2.918  -0.664
N -1.996 -2.035 -5.111  -0.151
C -1.302 -1.876 -6.382  -0.864
H -0.227 -0.476 -2.766  -0.059
H 0.480 -1.378 -4.115  0.425
H -0.427 0.116 -4.424  -0.095
H -2.857 -2.560 -5.106  0.269
H -1.956 -1.370 -7.091  0.272
H -1.048 -2.860 -6.778  0.283
H -0.396 -1.290 -6.271  0.343
C -0.099 3.194 -4.789  -1.369
C -0.487 2.454 -6.049  0.800
O -0.001 1.368 -6.336  -0.666
N -1.397 3.040 -6.863  -0.166
C -2.070 4.316 -6.692  -0.826
H 0.635 2.600 -4.253  0.303
H 0.342 4.161 -5.029  0.469
H -0.968 3.347 -4.147  0.340
H -1.607 2.500 -7.687  0.238
H -3.150 4.168 -6.656  0.281
H -1.839 4.976 -7.528  0.294
H -1.753 4.797 -5.773  0.321

Atomic forces in eV per Å
-0.15 0.07 0.02
0.56 0.41 -0.12
-0.62 -0.42 0.25
0.13 0.39 -0.06
0.07 -0.35 0.09
0.12 0.01 0.61
-0.13 -0.14 -0.34
0.20 0.54 -0.28
-0.03 0.54 0.36
-0.18 -0.18 -0.23
0.04 0.15 -0.15
-0.06 0.37 -0.05
-0.49 0.27 -0.41
0.72 0.04 0.43
0.13 0.00 -0.18
0.23 0.02 0.06
0.90 -0.16 0.14
-0.47 -0.20 -0.22
0.11 0.13 0.05
0.42 -0.08 0.22
-0.47 -0.10 0.30
-0.19 -0.01 0.07
0.11 -0.02 -0.22
0.19 0.10 0.01
-0.20 -0.22 0.12
-0.12 -0.05 0.26
0.19 0.03 -0.43
-0.03 -0.04 -0.20
-0.13 -0.32 0.14
0.02 -0.19 0.14
0.08 -0.25 -0.28
-0.10 -0.28 -0.08
0.21 -0.07 0.04
0.01 0.11 0.17
-0.06 -0.07 0.21
0.00 -0.13 0.06
-0.30 -0.10 -0.19
-0.34 0.02 -0.11
-0.26 0.20 0.11
-0.45 0.05 -0.12
0.15 -0.11 0.16
-0.06 -0.01 0.16
-0.03 -0.11 -0.21
-0.16 0.15 -0.16
0.20 0.00 -0.11
0.16 0.13 -0.08
0.03 -0.04 -0.02
0.02 -0.08 -0.02
-0.02 0.01 0.02
0.00 0.11 0.13
0.01 -0.27 -0.25
0.00 -0.04 -0.04
-0.05 0.04 0.05
0.02 0.08 0.01
0.01 0.01 -0.04
-0.05 0.16 0.07
-0.01 0.09 0.08
0.06 -0.04 0.02
-0.06 0.00 0.16
-0.03 -0.06 0.06
0.09 -0.06 0.03
0.07 0.05 -0.03
-0.24 -0.18 0.11
-0.04 -0.04 0.06
0.03 0.08 -0.10
0.15 -0.08 -0.12
-0.01 -0.01 -0.03
0.09 0.04 -0.07
0.07 0.04 -0.07
-0.04 0.08 0.06
0.02 -0.08 0.00
0.06 0.01 -0.08
-0.08 -0.02 0.08
-0.01 0.05 0.12
0.00 -0.21 -0.22
0.01 -0.03 -0.04
-0.05 0.04 0.05
0.01 0.09 0.00
0.00 0.02 -0.03
-0.01 0.07 0.05
-0.01 0.07 0.05
0.02 0.00 0.02

HOMO, eV: -10.96
E_LUMO, eV: -4.367
Molecular weight, g mol⁻¹: 554.69
Orbital gap, eV: 6.592
E, Eh: -2393.1840
Strongest force on any atom, Eh/bohr: 0.0180
Net charge: +1

=====

3.
A structure of composition C23H46I2NO14S2, computed with ωB97M-V/def2-TZVPD.

Last column: Mulliken charge in e.
Positions of all 88 atoms, in Å:
C 5.066 -2.170 -2.318  -1.441
C 4.514 -3.512 -1.838  -0.290
I 6.067 -4.979 -2.143  0.054
C 3.796 -3.503 -0.458  -0.671
I 3.886 -5.308 0.657  0.165
S 4.094 -2.107 0.682  1.011
O 3.655 -0.962 -0.094  -0.635
O 3.329 -2.422 1.861  -0.632
N 5.641 -1.937 0.932  -0.361
S 6.554 -2.843 1.875  0.741
O 7.163 -3.948 1.172  -0.544
O 6.023 -3.126 3.189  -0.549
H 5.435 -2.292 -3.337  0.503
H 5.877 -1.819 -1.684  0.396
H 4.268 -1.430 -2.328  0.261
H 3.763 -3.839 -2.553  0.420
H 2.734 -3.396 -0.674  0.509
H 7.526 -1.921 2.038  0.006
O -0.041 0.009 -2.549  -0.636
C 0.122 0.794 -1.651  0.827
O -0.337 2.055 -1.841  -0.314
C -0.291 3.052 -0.810  -0.422
C 1.061 3.725 -0.730  -0.692
C 0.851 0.444 -0.384  -0.995
H -0.587 2.620 0.146  0.317
H -1.056 3.775 -1.087  0.328
H 1.850 3.015 -0.479  0.269
H 1.034 4.507 0.027  0.096
H 1.309 4.180 -1.689  0.281
H 1.924 0.532 -0.551  0.250
H 0.657 -0.599 -0.149  0.338
H 0.576 1.057 0.469  0.279
O 5.519 -8.151 3.805  -0.590
C 6.070 -7.308 4.459  0.735
O 5.673 -7.146 5.746  -0.368
C 6.317 -6.219 6.625  -0.433
C 5.795 -4.808 6.442  -0.670
C 7.114 -6.388 3.880  -0.564
H 7.401 -6.270 6.508  0.356
H 6.084 -6.589 7.624  0.292
H 5.997 -4.424 5.441  0.117
H 6.262 -4.140 7.168  0.330
H 4.716 -4.788 6.593  0.284
H 6.610 -5.552 3.388  -0.016
H 7.665 -6.941 3.123  0.317
H 7.818 -5.989 4.604  0.258
O -5.966 2.182 -5.751  -0.609
C -5.091 1.599 -5.163  0.692
O -3.876 2.172 -5.088  -0.396
C -2.804 1.609 -4.304  -0.207
C -2.052 0.524 -5.039  -0.750
C -5.310 0.227 -4.571  -0.662
H -3.184 1.262 -3.344  0.319
H -2.149 2.452 -4.097  0.212
H -2.698 -0.324 -5.274  0.261
H -1.231 0.177 -4.414  0.226
H -1.655 0.912 -5.978  0.298
H -5.180 -0.505 -5.369  0.263
H -6.332 0.174 -4.206  0.093
H -4.644 -0.027 -3.754  0.304
O -6.713 -0.497 -1.645  -0.528
C -7.753 -1.094 -1.622  0.801
O -8.787 -0.602 -2.340  -0.378
C -10.027 -1.300 -2.494  -0.450
C -10.968 -1.055 -1.333  -0.969
C -7.944 -2.333 -0.778  -1.042
H -9.851 -2.363 -2.661  0.361
H -10.446 -0.896 -3.414  0.353
H -10.561 -1.438 -0.398  0.275
H -11.924 -1.547 -1.517  0.352
H -11.144 0.014 -1.214  0.306
H -8.180 -2.014 0.238  0.275
H -6.997 -2.866 -0.754  0.314
H -8.725 -3.004 -1.121  0.339
O -0.816 6.195 0.276  -0.468
C -0.636 6.979 1.165  0.732
O -1.099 8.239 1.013  -0.376
C -1.042 9.216 2.057  -0.440
C 0.299 9.917 2.111  -0.932
C 0.143 6.607 2.405  -0.994
H -1.309 8.770 3.015  0.371
H -1.829 9.924 1.802  0.296
H 1.106 9.224 2.351  0.272
H 0.283 10.698 2.873  0.346
H 0.521 10.375 1.148  0.293
H 1.205 6.712 2.179  0.265
H -0.055 5.561 2.621  0.307
H -0.084 7.202 3.285  0.355

Atomic forces in eV per Å
-0.12 -0.08 -0.18
-0.11 0.18 0.06
0.13 0.04 -0.02
0.29 -0.02 -0.12
-0.18 -0.30 0.09
-0.07 0.22 0.06
0.08 -0.06 0.15
-0.01 0.09 -0.13
0.03 -0.39 -0.02
-0.05 0.24 -0.17
-0.01 0.05 0.11
0.03 -0.02 -0.06
0.03 -0.02 0.04
-0.06 0.03 0.04
0.04 0.05 0.09
0.04 -0.12 0.02
0.01 0.13 0.11
0.01 -0.05 0.05
0.04 -0.06 0.12
0.10 0.11 -0.08
-0.10 -0.05 0.06
0.02 0.07 0.01
0.12 -0.08 -0.04
-0.20 -0.03 0.04
0.00 0.00 0.01
0.02 -0.01 -0.03
-0.02 0.00 0.03
-0.01 0.01 -0.03
-0.01 0.02 0.01
0.01 -0.03 0.01
0.05 -0.02 -0.06
0.05 0.01 0.02
0.05 -0.09 0.06
-0.15 0.21 -0.16
0.14 -0.12 0.04
-0.08 0.14 0.02
-0.01 -0.02 -0.08
0.08 -0.12 -0.01
0.00 -0.01 0.00
-0.02 -0.01 -0.01
0.02 0.02 0.02
0.00 0.00 0.01
0.00 0.00 0.02
0.03 -0.01 0.03
-0.08 0.01 -0.06
-0.03 0.06 0.00
-0.01 -0.01 0.00
0.05 -0.04 -0.09
-0.05 0.04 0.09
0.05 -0.02 0.02
-0.07 -0.03 -0.14
-0.04 0.05 0.11
0.00 0.00 0.01
-0.01 0.00 -0.02
0.00 0.00 0.04
-0.01 0.02 -0.05
0.01 0.01 0.02
0.00 0.00 -0.01
-0.02 0.02 -0.07
0.02 -0.02 -0.02
0.02 0.00 0.04
-0.03 0.03 0.03
0.04 -0.04 -0.06
-0.05 0.00 0.01
0.04 0.03 0.03
0.02 -0.06 -0.09
0.01 0.00 0.01
0.01 0.01 0.01
-0.01 -0.02 -0.01
0.00 0.00 -0.01
-0.01 0.00 -0.01
-0.01 0.00 0.00
0.02 0.04 0.04
-0.02 0.01 0.02
-0.06 0.02 0.00
0.09 0.02 -0.01
-0.07 -0.03 0.03
0.02 0.04 0.01
0.03 -0.04 -0.04
-0.11 -0.02 0.06
0.01 -0.01 0.00
0.01 0.00 -0.01
-0.01 0.01 0.03
-0.01 0.01 0.00
0.00 0.01 0.01
0.01 0.00 0.00
0.03 -0.01 -0.04
0.02 0.02 -0.01

HOMO, eV: -5.83
E_LUMO, eV: 1.761
Molecular weight, g mol⁻¹: 878.56
Orbital gap, eV: 7.596
E, Eh: -3403.9163
Strongest force on any atom, Eh/bohr: 0.0077
Net charge: -1

=====

Q: Among the records above, which one has the lowest molecular weight?
A: C23H46FN5O5PS